# 1
Molecular formula: C3H8
Method: DFT, wB97M-V/def2-TZVPD

The geometry in XYZ format:
```
11
Properties=species:S:1:pos:R:3:forces:R:3
C -0.72187 -1.05432 -0.28721 -0.6 -0.6 -0.2
C 0.46089 -0.03062 -0.46352 0.0 0.1 -0.2
C 0.34826 1.08232 0.67195 0.6 -0.5 -2.8
H -1.66018 -0.50353 0.17753 1.8 -1.2 -1.1
H -1.07231 -1.65898 -1.30097 1.1 1.6 2.7
H -0.32769 -1.77052 0.51341 -1.0 0.6 -1.2
H 1.49291 -0.54356 -0.45166 -1.6 0.6 0.1
H 0.37734 0.48636 -1.46897 0.1 -0.5 1.1
H 1.25155 1.69360 0.55982 -0.5 0.5 -0.1
H 0.44776 0.68472 1.65756 -0.7 -0.4 0.7
H -0.59666 1.61454 0.39206 0.9 -0.1 1.0
```
Forces are in eV/Å.

Summary:
Total charge: 0
E_HOMO, eV: -11.17
Molar mass, g mol⁻¹: 44.1
ΔE to the lowest compared entry with this formula, charge and spin, kcal/mol: 20.05
SMILES: CCC

# 2
Molecular formula: C2HO2P
Method: DFT, wB97M-V/def2-TZVPD

The geometry in XYZ format:
```
6
Properties=species:S:1:pos:R:3:forces:R:3
C -1.01880 -1.78969 -1.78717 0.6 -4.7 -2.9
C -1.04971 -0.67972 -1.02208 1.1 2.2 2.0
O -0.79677 -2.77434 -2.38291 -0.7 2.6 1.4
O -1.95135 0.09737 -0.72632 -1.0 0.2 -0.2
P 0.63447 -0.70713 -0.29404 0.0 -0.3 -0.2
H 0.21352 0.10649 0.78665 -0.1 0.1 -0.1
```
Forces are in eV/Å.

Summary:
Total charge: 0
E_HOMO (alpha / beta), eV: -9.13 / -9.12
Molar mass, g mol⁻¹: 88.0
ΔE to the lowest compared entry with this formula, charge and spin, kcal/mol: 51.43

# 3
Molecular formula: C23H23FN4O3S
Method: DFT, wB97M-V/def2-TZVPD

The geometry in XYZ format:
```
55
Properties=species:S:1:pos:R:3:forces:R:3
O -0.20241 -0.01737 -0.21737 0.2 0.1 -0.1
C -0.18896 -1.02053 0.45984 -0.2 -0.6 0.3
N 0.28802 -1.07331 1.71438 0.0 0.0 0.3
H 0.35250 -1.95669 2.19495 -0.1 0.0 -0.1
C 0.94785 0.07075 2.32512 0.1 0.0 -0.1
C 2.44520 -0.09952 2.29801 -0.1 0.1 0.1
C 3.15130 0.17807 1.13222 0.0 0.0 0.1
C 4.51894 -0.01934 1.07837 0.2 -0.1 0.1
C 5.16893 -0.49661 2.20203 -0.1 0.0 0.1
C 4.49133 -0.78056 3.37358 0.3 0.0 -0.1
C 3.12270 -0.58128 3.41105 -0.1 0.1 -0.2
H 2.58005 -0.79542 4.32080 -0.1 0.0 0.1
H 5.03117 -1.14807 4.23196 0.1 0.0 0.1
F 6.50375 -0.69465 2.15847 -0.1 0.0 0.0
H 5.07530 0.19755 0.18102 0.1 0.0 -0.1
H 2.63682 0.55488 0.26116 -0.1 0.0 -0.1
H 0.65375 0.94197 1.73581 0.0 -0.1 0.2
H 0.58329 0.17904 3.34972 0.0 0.1 -0.1
C -0.75541 -2.35181 -0.07755 0.2 0.2 -0.2
N -1.48249 -2.09776 -1.29654 -0.2 -0.3 0.1
C -0.88126 -1.56474 -2.39108 0.3 -0.4 0.1
O -1.52080 -1.02211 -3.27677 -0.1 0.2 -0.3
C 0.61672 -1.79844 -2.55618 0.0 0.2 -0.2
H 1.14477 -1.82412 -1.60662 0.0 -0.1 0.0
C 1.23747 -0.69758 -3.42541 0.0 -0.1 0.2
C 1.23335 0.58786 -2.62627 -0.1 -0.3 -0.6
O 2.16012 0.94212 -1.92424 0.3 -0.2 0.0
N 0.09124 1.31426 -2.73984 -0.1 -0.1 -0.3
C -0.14485 2.40601 -1.95085 0.7 0.4 0.7
N -1.23187 3.09777 -1.99125 -0.4 -0.6 -0.7
C -1.18902 4.11700 -1.09688 0.3 0.3 0.5
C -0.05144 4.20400 -0.36610 0.0 -0.2 -0.1
S 1.05223 2.94856 -0.80601 -0.5 0.5 0.0
H 0.20235 4.92120 0.38708 0.0 0.2 0.2
H -2.03519 4.77808 -1.03532 -0.1 0.2 0.1
H -0.69968 0.92818 -3.24610 0.1 0.0 0.0
H 2.26853 -0.95878 -3.66412 -0.1 0.1 0.0
H 0.66002 -0.58320 -4.34257 0.1 0.0 0.0
H 0.73500 -2.76664 -3.05201 0.0 0.0 0.1
C -2.92150 -1.89105 -1.12935 -0.2 0.0 -0.2
C -3.20785 -0.79813 -0.13353 -0.2 -0.1 0.0
C -3.05543 0.53281 -0.50119 -0.1 0.0 0.0
C -3.22631 1.53836 0.43160 0.0 0.1 -0.1
C -3.55643 1.22692 1.73991 0.0 0.0 0.1
C -3.72972 -0.09527 2.10972 0.0 0.0 0.2
C -3.55297 -1.10246 1.17691 0.0 0.0 -0.1
H -3.69589 -2.13452 1.47152 0.0 -0.1 0.0
H -3.99866 -0.34506 3.12618 0.0 0.0 0.1
H -3.68360 2.01311 2.46968 0.0 0.1 0.1
H -3.09281 2.56669 0.13389 0.0 0.1 0.0
H -2.79007 0.78235 -1.51645 0.1 0.0 -0.1
H -3.31338 -1.62681 -2.11317 0.0 -0.1 0.2
H -3.36079 -2.84004 -0.80450 0.0 0.1 0.0
H -1.44120 -2.78047 0.65498 0.1 0.0 0.0
H 0.05733 -3.06516 -0.24267 0.0 0.1 0.1
```
Forces are in eV/Å.

Summary:
Total charge: 0
E_HOMO, eV: -8.24
Molar mass, g mol⁻¹: 454.5
ΔE to the lowest compared entry with this formula, charge and spin, kcal/mol: 0.00
SMILES: O=C(CN(Cc1ccccc1)C(=O)CCC(=O)Nc1nccs1)NCc1ccc(F)cc1

# 4
Molecular formula: C4H7NO2
Method: DFT, wB97M-V/def2-TZVPD

The geometry in XYZ format:
```
14
Properties=species:S:1:pos:R:3:forces:R:3
O 1.88363 1.53766 0.24100 0.3 0.1 -0.4
N 1.79904 0.32416 -0.53117 0.1 -0.5 0.5
C 0.63864 -0.13418 -0.32195 0.6 -0.6 0.3
C -0.17566 -1.38560 -0.64538 0.4 -0.4 -0.1
C -1.34422 -0.83453 0.22644 0.2 0.2 -0.2
C -0.58652 0.52056 0.18347 -0.1 -0.3 -0.3
O -0.69861 1.36989 1.26602 0.2 0.3 -0.4
H 2.73124 1.90888 -0.02898 -0.1 -0.1 0.0
H 0.35428 -2.22956 -0.21396 -0.2 -0.3 -0.1
H -0.45658 -1.60177 -1.67608 0.4 0.2 0.0
H -1.37398 -1.32862 1.21838 0.3 0.7 -0.4
H -2.36656 -0.87355 -0.16699 0.4 0.1 -0.2
H -0.51926 0.92906 -0.90649 -2.2 0.7 1.2
H 0.14514 1.84385 1.31354 -0.2 0.1 0.1
```
Forces are in eV/Å.

Summary:
Total charge: 0
E_HOMO, eV: -9.30
Molar mass, g mol⁻¹: 101.1
ΔE to the lowest compared entry with this formula, charge and spin, kcal/mol: 98.10
SMILES: O/N=C1/CC[C@H]1O

# 5
Molecular formula: C5H8O
Method: DFT, wB97M-V/def2-TZVPD

The geometry in XYZ format:
```
14
Properties=species:S:1:pos:R:3:forces:R:3
C -0.70813 1.05661 -0.54837 -0.1 0.1 -0.1
C -0.22945 -0.25173 0.10349 0.2 0.1 -0.2
C 0.08035 -1.33403 -0.92714 0.0 0.0 -0.1
O -1.22674 -0.81937 0.94332 0.0 0.2 0.2
C 0.95684 0.17057 0.88481 0.4 0.3 0.3
C 1.82137 0.77884 1.46336 -0.3 -0.3 -0.2
H -0.96302 1.77485 0.23860 0.0 -0.1 -0.2
H 0.10991 1.48767 -1.13516 -0.2 -0.1 0.0
H -1.57827 0.90259 -1.19186 0.1 -0.1 0.1
H 0.41361 -2.24666 -0.42484 0.0 0.2 -0.1
H 0.85096 -1.00832 -1.63128 -0.1 0.0 0.1
H -0.83580 -1.56484 -1.48093 0.1 0.1 0.1
H -1.26854 -0.30026 1.75653 -0.1 -0.1 -0.1
H 2.57691 1.35407 1.94946 0.0 -0.2 0.0
```
Forces are in eV/Å.

Summary:
Total charge: 0
E_HOMO, eV: -10.13
Molar mass, g mol⁻¹: 84.1
ΔE to the lowest compared entry with this formula, charge and spin, kcal/mol: 47.43
SMILES: C#CC(C)(C)O

# 6
Molecular formula: C38H29IN2PPdS3Te
Method: DFT, wB97M-V/def2-TZVPD

The geometry in XYZ format:
```
76
Properties=species:S:1:pos:R:3:forces:R:3
Pd -0.50761 0.99522 1.78075 -0.1 0.0 0.0
I -3.11312 0.81802 1.98236 0.1 -0.1 0.1
C -3.09009 -0.96219 3.10130 0.0 0.0 0.0
C -3.90505 -0.89817 4.19869 0.0 0.0 0.0
C -4.12352 -2.03191 4.99780 0.0 0.0 0.0
C -3.54037 -3.20618 4.63827 0.0 0.0 0.0
C -2.69443 -3.29176 3.50701 0.0 0.0 0.0
C -2.16280 -4.56074 3.17202 0.0 0.0 0.0
C -1.35942 -4.71424 2.08919 0.0 0.0 0.0
C -0.99966 -3.57998 1.34167 0.0 0.0 0.0
C -1.46257 -2.31525 1.62639 0.0 0.0 0.0
P -0.73485 -0.98218 0.59436 0.0 0.0 0.0
C -1.84815 -0.79311 -0.82827 0.0 0.0 0.0
C -2.43361 -1.91448 -1.41185 0.0 0.0 0.0
C -3.24163 -1.77499 -2.53045 0.0 0.0 0.0
C -3.46783 -0.51815 -3.07255 0.0 0.0 0.0
C -2.89398 0.60349 -2.48972 0.0 0.0 0.0
C -2.09089 0.46782 -1.36926 0.0 0.0 0.0
C 0.78259 -1.70349 -0.07400 0.0 0.0 0.0
C 0.99659 -1.76815 -1.44838 0.0 0.0 0.0
C 2.17968 -2.30322 -1.94060 0.0 0.0 0.0
C 3.13856 -2.78681 -1.06460 0.0 0.0 0.0
C 2.93301 -2.71304 0.30888 0.0 0.0 0.0
C 1.76565 -2.16245 0.80582 0.0 0.0 0.0
C -2.39704 -2.14493 2.70967 0.0 0.0 0.0
H -4.40275 0.02822 4.45112 0.0 0.0 0.0
H -4.76536 -1.96353 5.86471 0.0 0.0 0.0
H -3.71621 -4.10761 5.21109 0.0 0.0 0.0
H -2.42338 -5.40557 3.79693 0.0 0.0 0.0
H -0.96832 -5.68371 1.81353 0.0 0.0 0.0
H -0.30782 -3.71893 0.52336 0.0 0.0 0.0
H -2.26297 -2.89990 -0.99755 0.0 0.0 0.0
H -3.69328 -2.65007 -2.97821 0.0 0.0 0.0
H -4.09554 -0.41211 -3.94737 0.0 0.0 0.0
H -3.07169 1.58685 -2.90427 0.0 0.0 0.0
H -1.66513 1.35320 -0.91024 0.0 0.0 0.0
H 0.25135 -1.39786 -2.14081 0.0 0.0 0.0
H 2.34688 -2.33552 -3.00915 0.0 0.0 0.0
H 4.05533 -3.21146 -1.45211 0.0 0.0 0.0
H 3.68845 -3.07710 0.99279 0.0 0.0 0.0
H 1.61300 -2.09688 1.87621 0.0 0.0 0.0
C -2.09197 4.15739 2.76417 -0.1 -0.1 0.0
Te -0.14042 3.31211 2.99062 0.0 0.0 0.1
C 0.16292 4.29313 1.12378 0.0 0.0 0.0
C -1.18376 4.20223 0.45223 0.1 0.1 0.0
C -1.32708 4.19455 -0.92883 0.0 0.0 0.0
C -2.59269 4.09579 -1.49385 0.0 0.0 0.0
C -3.71447 4.00918 -0.68176 0.0 0.0 0.0
C -3.57595 4.03202 0.70119 0.0 0.0 0.0
C -2.31303 4.12804 1.27226 0.0 0.1 0.0
H -2.08191 5.16818 3.17325 0.0 0.0 0.0
H -2.82205 3.56874 3.31542 0.0 0.0 0.0
H 0.95671 3.79250 0.57662 0.0 0.0 0.0
H 0.46738 5.32015 1.32771 0.0 0.0 0.0
H -0.45106 4.25857 -1.56262 0.0 0.0 0.0
H -2.70076 4.08900 -2.57073 0.0 0.0 0.0
H -4.69944 3.93151 -1.12274 0.0 0.0 0.0
H -4.45336 3.98443 1.33610 0.0 0.0 0.0
S 2.17213 1.26355 -3.96238 0.0 0.0 0.0
C 2.45807 1.22239 -2.34235 0.0 0.0 0.0
S 1.21360 1.59949 -1.17294 0.0 0.0 0.0
C 2.25702 1.08300 0.11499 0.0 0.0 0.0
N 3.43203 0.74595 -0.26987 0.0 0.0 0.0
N 3.56409 0.87282 -1.63382 0.0 0.0 0.0
C 4.84885 0.53596 -2.17294 0.0 0.0 0.0
C 5.34709 1.20601 -3.28004 0.0 0.0 0.0
C 6.60102 0.86685 -3.76569 0.0 0.0 0.0
C 7.35390 -0.11998 -3.14849 0.0 0.0 0.0
C 6.85364 -0.76533 -2.02638 0.0 0.0 0.0
C 5.60114 -0.44028 -1.53252 0.0 0.0 0.0
S 1.80145 1.07580 1.79866 0.0 0.0 0.0
H 4.76709 1.97928 -3.75856 0.0 0.0 0.0
H 6.99069 1.38727 -4.63018 0.0 0.0 0.0
H 8.33162 -0.37760 -3.53280 0.0 0.0 0.0
H 7.44297 -1.52280 -1.52661 0.0 0.0 0.0
H 5.21249 -0.91700 -0.64535 0.0 0.0 0.0
```
Forces are in eV/Å.

Summary:
Total charge: +1
E_HOMO, eV: -9.90
Molar mass, g mol⁻¹: 1001.8
ΔE to the lowest compared entry with this formula, charge and spin, kcal/mol: 0.00